Molecular formula: C22H27NO4
Method: DFT, wB97M-V/def2-TZVPD

Values from the calculation:
HOMO energy	-8.75	eV
multiplicity	1
SMILES string	C[C@@H]1CN(C[C@@H](O)COc2ccc(C(=O)c3ccccc3)cc2)C[C@H](C)O1

Last column: Mulliken charge in e.
CARTESIAN COORDINATES (ANGSTROEM)
C (1.34800, 3.01807, 0.84442)  -1.55
C (2.35335, 2.08253, 0.18821)  0.42
C (1.99212, 0.61143, 0.41586)  -0.60
N (3.00174, -0.23386, -0.19683)  0.31
C (2.65612, -1.64185, -0.13587)  -1.34
C (1.68359, -2.03376, -1.25549)  0.84
O (2.28442, -2.05948, -2.52364)  -0.60
C (1.03971, -3.40292, -0.93685)  -1.04
O (0.32055, -3.39161, 0.27432)  -0.50
C (-0.84954, -2.70535, 0.36464)  0.86
C (-1.54347, -2.14198, -0.70412)  -0.38
C (-2.72257, -1.45678, -0.47989)  -0.74
C (-3.24154, -1.32617, 0.80520)  0.48
C (-4.51271, -0.61810, 1.07934)  -0.08
O (-5.22855, -0.92480, 2.01290)  -0.61
C (-4.87383, 0.49339, 0.15917)  0.54
C (-6.21675, 0.70579, -0.14239)  -0.44
C (-6.58912, 1.74256, -0.97681)  -0.56
C (-5.62587, 2.59125, -1.49828)  -0.36
C (-4.29034, 2.40320, -1.18000)  -0.73
C (-3.91146, 1.35719, -0.35860)  -0.38
C (-2.56428, -1.93113, 1.86615)  -0.82
C (-1.38174, -2.59875, 1.65370)  -0.56
C (4.29417, 0.06245, 0.39496)  -0.89
C (4.62580, 1.54134, 0.16448)  0.43
C (5.95846, 1.92539, 0.79146)  -1.59
O (3.62705, 2.36409, 0.73016)  -0.40
H (0.35912, 2.86401, 0.42200)  0.35
H (1.31491, 2.83105, 1.91435)  0.39
H (1.65114, 4.04855, 0.68440)  0.38
H (2.38295, 2.25836, -0.90142)  0.28
H (1.02078, 0.40544, -0.03613)  0.17
H (1.91916, 0.42173, 1.50287)  0.32
H (3.57255, -2.22928, -0.25700)  0.58
H (2.20678, -1.91352, 0.83431)  0.37
H (0.89551, -1.27954, -1.33326)  -0.01
H (3.13442, -2.51042, -2.46374)  0.40
H (0.41333, -3.71776, -1.77960)  0.34
H (1.82319, -4.15294, -0.78939)  0.44
H (-1.18005, -2.23603, -1.71526)  0.42
H (-3.25584, -1.03964, -1.32152)  0.50
H (-6.95457, 0.04115, 0.28183)  0.42
H (-7.63104, 1.89439, -1.21684)  0.38
H (-5.91605, 3.40490, -2.14662)  0.38
H (-3.54190, 3.07519, -1.57388)  0.39
H (-2.87172, 1.22183, -0.09730)  0.71
H (-2.98222, -1.85067, 2.85825)  0.43
H (-0.84325, -3.05726, 2.46804)  0.46
H (5.05601, -0.55489, -0.08602)  0.47
H (4.30249, -0.14123, 1.48101)  0.30
H (4.65405, 1.71401, -0.92571)  0.28
H (6.14546, 2.98267, 0.62874)  0.37
H (6.76373, 1.34560, 0.34952)  0.40
H (5.92772, 1.74217, 1.86214)  0.37

=====

Molecular formula: C4H11O4
Method: DFT, wB97M-V/def2-TZVPD

Values from the calculation:
HOMO energy (alpha / beta)	3.91 / -0.10	eV
multiplicity	2
charge	-2

Last column: Mulliken charge in e.
CARTESIAN COORDINATES (ANGSTROEM)
O (-3.77177, 2.15754, -0.69660)  -0.74
C (-2.84219, 1.38995, -0.73756)  -0.38
C (-1.60088, 1.43867, 0.15795)  -0.46
C (-0.41081, 0.74413, -0.55184)  -0.36
C (0.86792, 0.43649, 0.29798)  -0.73
O (1.54828, -0.63850, -0.19249)  -0.84
H (-2.78545, 0.55398, -1.44435)  0.34
H (-1.83778, 0.98516, 1.12308)  0.23
H (-1.34047, 2.47848, 0.36169)  0.14
H (-0.82766, -0.16612, -1.00039)  0.27
H (-0.07668, 1.31269, -1.42631)  0.11
H (1.42012, 1.40706, 0.23942)  0.36
H (0.52978, 0.39416, 1.35726)  0.26
H (3.93377, -1.56387, -0.49686)  0.22
H (2.71005, -1.23934, 0.33037)  0.47
O (3.64513, -1.79490, 0.37190)  -0.81
H (0.24922, -1.92141, 0.42617)  0.39
H (0.68988, -3.17423, 1.15435)  0.29
O (-0.10047, -2.79996, 0.72625)  -0.74

=====

Number 1: F_max 0.73 eV Å⁻¹. Number 2: F_max 6.30 eV Å⁻¹.